21
Properties=species:S:1:pos:R:3:nbo_charge:R:1 method="wB97M-V/def2-TZVPD" fmax_ev_per_a=2.2 relative_energy_kj_mol=47.00 e_lumo_ha="-0.025 / -0.025" homo_ev="-9.0 / -9.0" energy_ha=-5737.3950 multiplicity=1
C -2.67963 1.46467 -0.06307 -0.18
C -2.60467 0.27114 0.63679 -0.23
C -1.64862 1.83830 -0.91078 -0.21
C -1.49945 -0.54506 0.50177 -0.12
C -0.54990 1.01852 -1.07487 -0.15
C -0.46968 -0.19210 -0.37395 -0.19
C 0.64971 -1.07983 -0.60825 0.31
C 2.39279 0.03069 0.09156 -0.27
N 2.81945 -0.96123 1.00359 0.42
O 3.74600 -1.67467 0.69413 -0.37
O 2.10524 -1.11990 1.98426 -0.43
O 0.75848 -2.25946 -0.01952 -0.64
Br 1.77675 1.58473 0.99657 0.13
Br 3.61411 0.32344 -1.31376 0.13
H -3.54187 2.10312 0.04979 0.22
H -3.41054 -0.02992 1.28711 0.22
H -1.70132 2.77141 -1.44902 0.22
H -1.46682 -1.48056 1.04371 0.20
H 0.24673 1.30151 -1.74481 0.23
H 1.05214 -1.10469 -1.61823 0.21
H 0.41112 -2.26013 0.88698 0.50